8
Properties=species:S:1:pos:R:3:forces:R:3:lowdin_charge:R:1 method="wB97M-V/def2-TZVPD" relative_energy_kcal_mol=64.2 molar_mass_g_mol=71.1 energy_ev=-7242.8630 total_charge=+1
H -2.11437 -0.72945 0.08074 -0.21 -0.27 -0.26 0.16
O -0.77273 -1.53877 -1.26257 -0.11 -1.12 -1.01 0.20
C -0.30376 0.44129 -0.07860 -1.74 3.36 -0.94 0.08
O 1.84558 0.45812 1.08193 -0.81 0.45 0.89 0.32
H -1.08882 1.26873 -0.39764 2.33 -0.85 0.81 0.22
H 2.71602 0.27973 0.74280 1.37 0.01 -0.85 0.19
C -1.17576 -0.77502 -0.48716 0.56 -0.23 1.24 -0.20
C 0.89384 0.59538 0.32050 -1.38 -1.36 0.12 0.03